C35H31AuBr2N2OP2 | the ωB97M-V functional and the def2-TZVPD basis

Each line ends with the Löwdin charge.
Positions of all 74 atoms, in Å:
Au -1.81793 -0.71220 -0.17104  0.69
C -3.04654 -0.33612 -3.65413  -0.01
C -2.06516 -1.46152 -3.69527  -0.27
C -1.55043 -1.90864 -4.92149  0.04
C -0.60299 -2.89779 -4.94294  0.02
C -0.18209 -3.46241 -3.72658  -0.18
C 0.83295 -4.46317 -3.62196  -0.54
Br 1.67950 -5.10734 -5.13008  1.03
C 1.24223 -4.99748 -2.39306  -0.15
C 0.67323 -4.56129 -1.22818  -0.56
Br 1.20644 -5.21515 0.40568  1.01
C -0.42057 -3.56383 -1.23049  -0.35
O -0.98163 -3.24070 -0.19664  0.03
C -0.79663 -2.99218 -2.55447  -0.13
N -1.70356 -2.01760 -2.53888  0.15
H -2.67424 0.52089 -4.21695  0.10
H -3.24155 -0.02379 -2.63077  0.05
H -3.98462 -0.63887 -4.12381  0.11
H -1.89365 -1.45468 -5.84042  0.14
H -0.17755 -3.23177 -5.87861  0.10
H 2.01923 -5.74828 -2.37904  0.12
N -3.89273 -1.35467 0.11075  -0.01
H -4.45183 -0.68385 0.62847  0.06
H -3.87789 -2.21675 0.64835  0.06
H -4.38300 -1.55171 -0.75637  0.06
C 0.51787 1.73816 0.01143  -0.51
P 0.34317 -0.06495 0.12588  0.84
C 1.06395 -0.59043 1.68610  -0.39
C 2.35504 -0.16866 2.01560  -0.10
C 2.92784 -0.55749 3.21348  -0.05
C 2.21625 -1.37165 4.08758  -0.05
C 0.93456 -1.79051 3.76469  -0.06
C 0.35640 -1.39921 2.56630  -0.10
C 1.41494 -0.72998 -1.18097  -0.35
C 2.40403 -1.68088 -0.93920  -0.08
C 3.20252 -2.13664 -1.97967  -0.07
C 3.01675 -1.65597 -3.26669  -0.07
C 2.01892 -0.71965 -3.52025  -0.07
C 1.21946 -0.26761 -2.48651  -0.11
P -0.94323 2.54463 0.81718  0.99
C -0.96332 1.96891 2.53481  -0.43
C -2.09587 1.28748 2.97624  -0.14
C -2.18330 0.84814 4.28983  -0.08
C -1.13435 1.08544 5.16304  -0.07
C 0.00051 1.76562 4.72993  -0.06
C 0.08172 2.21834 3.42661  -0.09
C -0.43401 4.26895 0.93799  -0.40
C -1.06066 5.07352 1.90217  -0.10
C -0.74949 6.41472 1.99919  -0.07
C 0.17647 6.97904 1.12754  -0.06
C 0.78705 6.19569 0.15401  -0.07
C 0.47894 4.85128 0.05212  -0.10
H 0.42396 1.98734 -1.04957  0.04
H 1.50164 2.06385 0.35673  0.07
H 2.91905 0.46363 1.33895  0.11
H 3.92740 -0.23045 3.46428  0.12
H 2.66428 -1.67683 5.02309  0.12
H 0.38017 -2.41754 4.44887  0.12
H -0.64671 -1.72400 2.31709  0.08
H 2.56477 -2.05807 0.06280  0.10
H 3.98268 -2.85815 -1.77652  0.12
H 3.65720 -1.99474 -4.06986  0.12
H 1.87574 -0.33521 -4.52102  0.12
H 0.44206 0.45953 -2.69678  0.10
H -2.91998 1.12592 2.29202  0.07
H -3.07241 0.33833 4.63494  0.11
H -1.20172 0.75319 6.19000  0.11
H 0.81343 1.95440 5.41728  0.11
H 0.95562 2.76910 3.09986  0.12
H -1.78199 4.64118 2.58509  0.11
H -1.22767 7.02476 2.75255  0.11
H 0.41818 8.02965 1.20358  0.11
H 1.50335 6.63504 -0.52583  0.11
H 0.95980 4.26366 -0.71805  0.09

## Properties
* LUMO (alpha / beta): -9.17 / -9.17 eV
* charge: +2
* 2S+1: 1



C46H53N6O5P2Sc | the ωB97M-V functional and the def2-TZVPD basis

Each line ends with the Löwdin charge.
Positions of all 113 atoms, in Å:
Sc 10.79993 10.15152 17.20801  0.99
N 8.75990 9.24721 17.60931  -0.03
C 8.71064 7.73804 17.63216  -0.17
C 9.55731 7.20473 16.47601  -0.18
N 10.86010 7.90279 16.31758  -0.13
C 12.02828 7.16210 16.80526  -0.18
C 12.20386 7.43698 18.29743  -0.21
N 12.35209 8.86047 18.51991  0.01
H 8.35402 9.51245 18.53464  0.09
H 8.09496 9.57934 16.91486  0.08
H 7.66221 7.29096 17.61981  0.15
H 9.26088 7.51216 18.61636  0.13
H 9.06926 7.46437 15.50231  0.13
H 9.67346 6.12459 16.52130  0.12
H 11.02565 7.91573 15.33270  0.02
H 12.88450 7.56855 16.30828  0.11
H 11.93349 6.05210 16.67839  0.14
H 13.11174 6.89863 18.62029  0.14
H 11.41405 6.93175 18.81805  0.11
H 13.29040 9.14989 18.39653  0.10
H 12.09107 9.12869 19.47714  0.09
O 12.23380 11.61812 17.14908  -0.12
C 12.14885 12.81719 17.53929  -0.11
C 10.92947 13.49943 17.78990  -0.11
C 11.04986 14.77886 18.31999  0.07
C 9.92264 15.48465 18.64500  -0.17
C 8.66650 15.07065 18.37276  0.05
C 8.53051 13.79975 17.84298  0.04
C 9.60775 12.95718 17.57099  -0.34
O 9.49654 11.77309 17.11311  -0.16
N 10.06096 16.77009 19.26748  -0.35
O 11.18946 17.16447 19.46888  0.09
O 9.02179 17.33913 19.51825  0.10
H 13.06260 13.34090 17.77625  0.15
H 11.98685 15.16358 18.68206  0.12
H 7.80751 15.74467 18.60751  0.16
H 7.59534 13.40060 17.54074  0.12
C 12.06367 9.47719 13.74462  -0.47
P 10.64748 10.49016 14.38822  1.04
C 11.14034 12.22297 14.05650  -0.34
C 10.24901 13.31379 13.93460  -0.08
C 10.69693 14.62275 13.83092  -0.05
C 12.07954 14.85409 13.93520  -0.11
C 12.93420 13.88219 14.19700  -0.10
C 12.48769 12.53282 14.16670  -0.10
C 9.15757 10.38082 13.44146  -0.41
C 9.04231 10.38751 12.07712  -0.06
C 7.73634 10.24191 11.51466  -0.01
C 6.60445 10.13966 12.37469  -0.05
C 6.73945 10.27751 13.71186  -0.07
C 8.01807 10.43759 14.20738  -0.12
P 11.98936 7.92243 12.66825  1.07
C 10.52520 6.93395 13.14428  -0.41
C 9.21821 7.08263 12.64930  -0.13
C 8.24134 6.13936 12.82128  -0.06
C 8.52604 4.94434 13.52790  -0.07
C 9.79412 4.74634 14.01312  -0.08
C 10.79372 5.75169 13.81257  -0.13
C 11.50913 8.58100 11.11343  -0.43
C 10.64075 7.94454 10.22149  -0.10
C 10.39011 8.45658 8.97266  -0.06
C 10.96900 9.65365 8.58328  -0.06
C 11.96460 10.24244 9.38316  -0.05
C 12.22908 9.74443 10.68073  -0.09
H 12.59852 9.18503 14.63521  0.01
H 12.67095 10.13385 13.14783  0.00
H 9.17547 13.16571 13.83035  0.11
H 10.00677 15.46082 13.54482  0.13
H 12.50861 15.85324 13.70956  0.13
H 13.96953 14.15089 14.39517  0.12
H 13.23380 11.74853 14.40256  0.11
H 9.83796 10.44696 11.31094  0.11
H 7.59893 10.21304 10.47788  0.09
H 5.62163 10.05753 11.92990  0.12
H 5.93402 10.28934 14.36676  0.10
H 8.08836 10.64273 15.25534  0.06
H 8.92158 7.81749 11.91553  0.08
H 7.25246 6.30033 12.37923  0.12
H 7.71843 4.15223 13.57550  0.14
H 10.06603 3.85026 14.56121  0.11
H 11.85897 5.48321 14.12938  0.12
H 10.20428 7.03648 10.60189  0.10
H 9.64048 8.02221 8.37286  0.10
H 10.81966 10.12626 7.61692  0.11
H 12.50450 11.03428 8.96345  0.09
H 12.98071 10.26003 11.31164  0.10
C 12.90874 14.78191 21.58873  -0.06
C 12.99266 13.83001 22.74017  -0.20
N 13.82969 12.65502 22.54941  -0.05
C 15.22977 12.70575 22.84474  -0.18
C 16.11348 13.12257 21.65009  -0.05
C 13.39288 11.57657 21.90831  -0.42
O 14.16393 10.69618 21.51236  0.06
C 11.93984 11.51799 21.53459  -0.05
C 10.78527 11.51911 22.32006  0.02
C 9.67022 11.22034 21.64692  -0.04
C 9.60235 10.91233 20.31507  -0.09
N 10.69787 10.86450 19.54453  0.01
C 11.80426 11.19634 20.17100  -0.10
H 12.12422 15.51532 21.83844  0.09
H 12.69776 14.25773 20.62369  0.07
H 13.84299 15.33953 21.40329  0.09
H 11.93061 13.59817 23.06876  0.13
H 13.49585 14.35185 23.53562  0.12
H 15.55732 11.70253 23.14815  0.13
H 15.35889 13.47680 23.61168  0.13
H 15.97088 12.48562 20.79922  0.06
H 17.18209 13.08304 21.89946  0.09
H 15.96864 14.16308 21.43842  0.06
H 10.76380 11.69256 23.36724  0.13
H 8.68382 11.29376 22.20925  0.16
H 8.68286 10.78411 19.83032  0.09
H 12.63143 11.17385 19.49548  0.11

## Properties
* energy relative to the best compared isomer or geometry (same formula, charge and spin): 29.51 kcal per mole
* LUMO: -6.07 eV
* charge: +2
* 2S+1: 1



C3H6N2O2S | the ωB97M-V functional and the def2-TZVPD basis

Each line ends with the Löwdin charge.
Positions of all 14 atoms, in Å:
C 1.47076 0.34764 0.12242  -0.08
N 0.51455 -0.61941 0.60035  -0.20
N 0.15407 -1.71590 -0.21038  0.04
O -1.18134 -1.44017 -0.83310  -0.02
C -1.70455 -0.50300 0.07222  -0.44
O -2.94816 -0.17234 -0.15456  0.14
C -0.84750 0.01842 0.94291  -0.58
S -0.91710 1.17880 2.20164  0.83
H 1.84030 0.88535 0.86890  0.02
H 2.17900 -0.21843 -0.36387  0.07
H 0.96501 1.11968 -0.47173  0.11
H 0.84697 -1.74107 -0.97853  0.12
H -3.30805 -0.69173 -0.85471  0.11
H 0.39216 1.00977 2.48543  -0.12

## Properties
* energy relative to the best compared isomer or geometry (same formula, charge and spin): 134.76 kcal per mole
* structure (SMILES): CN1NOC(O)=C1S
* LUMO: 0.66 eV
* charge: 0
* 2S+1: 1



C5H10N2S | the ωB97M-V functional and the def2-TZVPD basis

Each line ends with the Löwdin charge.
Positions of all 18 atoms, in Å:
C -1.21251 -0.49106 1.17958  -0.20
N -0.31049 0.41036 1.80948  -0.13
N 0.99554 -0.00243 1.74862  0.01
C 1.39866 -0.73154 0.77812  -0.24
C 0.88973 -1.11212 -0.48731  -0.15
C 0.44941 -0.24052 -1.43987  -0.20
C 0.42058 1.20393 -1.26679  -0.62
S -1.19350 1.87487 -1.06270  0.71
H -1.55107 -0.01114 0.16228  0.00
H -0.79697 -1.70151 0.94710  0.15
H -2.20546 -0.62522 1.82903  0.11
H -0.50978 0.69868 2.79650  0.14
H 2.45359 -0.90177 0.80394  0.10
H 1.08715 -2.14567 -0.96673  0.14
H 0.07501 -0.42130 -2.39459  0.08
H 0.79300 1.47071 -0.23458  0.07
H 0.98319 1.65373 -2.01741  0.06
H -1.76607 1.07200 -2.18467  -0.03

## Properties
* energy relative to the best compared isomer or geometry (same formula, charge and spin): 105.11 kcal per mole
* structure (SMILES): CN/N=C\C=C/CS
* LUMO: 0.72 eV
* charge: 0
* 2S+1: 1



C44H49F12N2O36 | the ωB97M-V functional and the def2-TZVPD basis

Each line ends with the Löwdin charge.
Positions of all 143 atoms, in Å:
C -0.33913 -2.79897 -5.16728  -0.14
C 1.06660 -1.95481 -5.36592  -0.21
C 2.29573 -3.02982 -5.50821  -0.20
N 3.34921 -2.95140 -4.42641  0.01
C 2.76378 -2.85059 -3.03536  -0.06
C 3.51448 -1.76194 -2.01126  0.05
C 2.96637 -1.50910 -0.47302  0.02
C 1.63284 -2.40270 -0.03186  -0.02
C 0.97663 -3.48466 -1.10910  0.04
N 1.56526 -3.63230 -2.51064  0.08
H -0.14164 -3.95859 -4.96442  0.06
H -0.99348 -2.43279 -4.25759  0.08
H -1.03188 -2.78479 -6.13920  0.09
H 0.95891 -1.40393 -6.41927  0.10
H 1.23499 -1.10356 -4.58003  0.12
H 1.95570 -4.14977 -5.61238  0.13
H 2.84940 -2.76841 -6.53229  0.15
H 4.07475 -2.22450 -4.60995  0.11
H 4.44678 -1.12380 -2.39270  0.11
H 3.49117 -0.71492 0.21094  0.11
H 1.15883 -2.26501 1.02982  0.09
H 0.03064 -4.13117 -0.80197  0.14
H 1.08936 -4.30727 -3.14987  0.13
C -3.72190 -0.05488 -6.73303  -0.06
C -3.32155 1.37554 -6.85677  -0.32
O -1.92846 1.34744 -6.64377  0.12
C -1.52813 0.11945 -7.07788  -0.48
O -0.36882 -0.17954 -7.31124  0.11
O -2.58585 -0.73511 -7.22762  0.07
F -3.88669 2.12069 -5.88054  0.09
H -3.90217 -0.35612 -5.69565  0.15
H -4.60942 -0.29119 -7.32621  0.15
H -3.53554 1.81849 -7.83531  0.18
C -0.97979 0.18895 0.40918  -0.08
C -1.22355 -0.15789 1.83816  -0.33
O -2.29577 0.68136 2.20269  0.14
C -2.99755 0.88013 1.05174  -0.47
O -4.13407 1.32113 1.01062  0.14
O -2.27497 0.51748 -0.05182  0.09
F -0.15423 0.16160 2.60115  0.08
H -0.32141 1.05598 0.29005  0.15
H -0.56290 -0.64847 -0.15679  0.12
H -1.50162 -1.20401 2.00500  0.18
C -4.81839 0.19447 3.78788  -0.08
C -5.20444 -1.19248 3.40185  -0.32
O -5.61186 -1.77235 4.62031  0.15
C -6.08738 -0.73509 5.36507  -0.49
O -6.77606 -0.86825 6.36299  0.14
O -5.70476 0.47430 4.85277  0.09
F -4.13583 -1.87952 2.93955  0.08
H -3.78619 0.26235 4.14752  0.13
H -4.95211 0.90657 2.96908  0.12
H -6.02374 -1.24504 2.67694  0.18
C 8.18504 -0.00700 -2.16799  -0.06
C 7.85758 1.11591 -3.09186  -0.32
O 7.62231 0.47157 -4.32327  0.13
C 7.15726 -0.76583 -3.99277  -0.50
O 6.58871 -1.51363 -4.77085  0.13
O 7.39879 -1.06430 -2.67973  0.07
F 8.91648 1.94328 -3.23962  0.09
H 9.24223 -0.29062 -2.20395  0.16
H 7.91652 0.21522 -1.13170  0.15
H 6.97194 1.69157 -2.80242  0.18
C 1.12227 -2.05472 5.33402  -0.07
C 0.87851 -2.40156 6.76300  -0.32
O -0.19371 -1.56231 7.12752  0.12
C -0.89549 -1.36355 5.97658  -0.48
O -2.03202 -0.92254 5.93546  0.15
O -0.17292 -1.72619 4.87302  0.05
F 1.94782 -2.08207 7.52599  0.09
H 1.78064 -1.18770 5.21488  0.15
H 1.53915 -2.89214 4.76804  0.14
H 0.60043 -3.44768 6.92983  0.18
C 11.51340 0.91813 -5.85463  -0.07
C 10.29197 0.78733 -6.69885  -0.33
O 10.45710 -0.46437 -7.32563  0.13
C 11.19465 -1.20433 -6.45090  -0.50
O 11.31120 -2.41714 -6.50899  0.15
O 11.78235 -0.42207 -5.49479  0.08
F 10.26247 1.74206 -7.65555  0.09
H 12.36800 1.32431 -6.40604  0.15
H 11.34236 1.53522 -4.96844  0.14
H 9.35334 0.79557 -6.13457  0.16
C -6.05171 0.74850 9.15842  -0.08
C -6.36771 -0.56202 9.79434  -0.33
O -6.32823 -0.27677 11.17418  0.15
C -6.68304 1.03493 11.27533  -0.50
O -7.02777 1.57250 12.31459  0.15
O -6.61303 1.67377 10.06767  0.04
F -5.40865 -1.47464 9.52052  0.07
H -4.97495 0.92992 9.07438  0.15
H -6.50285 0.84956 8.16763  0.13
H -7.35152 -0.96384 9.52943  0.18
C 0.33719 3.62043 -6.33838  -0.08
C -0.50479 4.73576 -6.85685  -0.33
O 0.30886 5.87298 -6.67918  0.15
C 1.58771 5.41200 -6.77247  -0.50
O 2.56171 6.12585 -6.94456  0.15
O 1.64547 4.05005 -6.65737  0.07
F -1.61903 4.88790 -6.10652  0.08
H 0.25121 3.49345 -5.25400  0.15
H 0.10867 2.66708 -6.82241  0.12
H -0.77685 4.63910 -7.91334  0.18
C -7.21660 1.13852 -0.10274  -0.08
C -7.89164 1.80036 -1.25513  -0.33
O -7.32548 1.16418 -2.37835  0.14
C -6.99900 -0.08739 -1.94983  -0.50
O -6.74123 -1.01970 -2.69295  0.13
O -7.00311 -0.17307 -0.58450  0.07
F -7.57884 3.11454 -1.30737  0.09
H -6.25254 1.59616 0.14331  0.12
H -7.84009 1.12965 0.79535  0.15
H -8.97956 1.67496 -1.27042  0.18
C -6.73207 5.05806 9.72197  -0.07
C -5.24811 4.96543 9.82674  -0.32
O -4.79914 5.44479 8.57954  0.14
C -5.75491 6.32723 8.17397  -0.50
O -5.59693 7.14600 7.28373  0.14
O -6.91090 6.18831 8.89221  0.08
F -4.85313 3.67896 9.95577  0.08
H -7.17842 4.18092 9.24156  0.14
H -7.20925 5.20622 10.69447  0.15
H -4.81628 5.57067 10.63094  0.18
C -1.64202 -0.95928 9.73044  -0.08
C -1.54324 -2.19474 10.55844  -0.32
O -0.99585 -1.73448 11.77310  0.15
C -1.41853 -0.44402 11.88602  -0.50
O -1.38241 0.19988 12.92137  0.15
O -1.89565 0.03906 10.69839  0.07
F -0.67819 -3.07607 10.00836  0.07
H -0.71018 -0.72627 9.20434  0.13
H -2.45362 -1.01208 8.99975  0.14
H -2.50383 -2.68482 10.74977  0.18
C 7.91766 -2.71757 -8.61359  -0.08
C 7.61514 -1.87896 -9.80812  -0.33
O 7.37700 -2.82648 -10.82419  0.15
C 6.88905 -3.92302 -10.17909  -0.50
O 6.31301 -4.84378 -10.73430  0.15
O 7.11703 -3.86187 -8.83159  0.07
F 8.68876 -1.13698 -10.16088  0.08
H 8.97014 -3.01574 -8.56085  0.15
H 7.64624 -2.22169 -7.67773  0.13
H 6.73747 -1.23398 -9.69311  0.18

## Properties
* LUMO: -5.22 eV
* charge: +1
* 2S+1: 1



C2H9N2O | the ωB97M-V functional and the def2-TZVPD basis

Each line ends with the Löwdin charge.
Positions of all 14 atoms, in Å:
C 1.24125 1.77161 -1.46132  -0.01
N 0.80761 0.39949 -1.00530  0.09
H 2.04755 2.09695 -0.84761  0.09
H 0.35034 2.46441 -1.42794  0.12
H 1.40472 1.70054 -2.53789  0.10
H 0.30422 0.22227 -0.05825  0.04
H 0.12018 -0.02498 -1.68350  0.18
H 1.49927 -0.32452 -1.09528  0.14
C -0.75948 -0.96695 1.74840  -0.29
N -1.87061 -1.78849 1.64668  0.12
O -0.51056 0.06429 1.07838  -0.03
H -0.23781 -1.26387 2.72197  0.16
H -2.27897 -2.48448 2.32391  0.15
H -2.11770 -1.86626 0.59776  0.15

## Properties
* energy relative to the best compared isomer or geometry (same formula, charge and spin): 37.11 kcal per mole
* LUMO: -3.29 eV
* charge: +1
* 2S+1: 1